Entry from the Open Molecules 2025 dataset: 3 unconnected molecules or ions with the total composition C13H27N2O2S at a distorted geometry (wB97M-V/def2-TZVPD).

```
45
Properties=species:S:1:pos:R:3:forces:R:3:mulliken_charge:R:1
S 1.64783 -1.18742 0.27444 1.429 -1.057 0.527 0.0235
N 0.65369 -0.29974 -0.86545 -1.333 -0.972 -2.523 -0.2192
C -0.84178 -0.68799 -0.79206 -3.214 -1.110 0.253 0.4630
C -1.13774 -2.25482 -0.92580 -2.725 1.804 0.397 -0.2119
C -2.67448 -2.79296 -0.87127 1.302 5.936 0.285 -0.4120
C -3.70381 -1.53855 -0.72664 3.880 -0.305 -0.106 -0.2765
C -3.12450 -0.04798 -0.61071 -0.040 -0.835 -0.107 -0.1697
N -1.73438 0.48702 -0.60697 -1.509 -7.650 -1.033 -0.4380
H 2.22302 -2.22805 -0.52180 -0.996 1.597 0.458 0.1978
H 0.95036 -0.60602 -1.84054 -0.158 0.809 1.111 0.4238
H 0.79549 0.73958 -0.84478 -0.213 -0.911 0.276 0.4065
H -0.25509 -3.02307 -1.05085 -1.959 1.840 0.319 0.1443
H -3.00544 -3.91363 -0.93316 0.864 2.472 0.101 0.3526
H -4.86577 -1.73102 -0.70285 2.686 0.631 -0.009 0.3244
H -3.95441 0.80762 -0.50856 2.143 -2.113 -0.210 0.3258
C 4.13187 1.44280 -5.47113 0.054 -0.169 -0.057 -1.0227
C 3.34040 1.77084 -4.21766 0.048 0.243 -0.225 -0.3566
O 3.05678 0.62931 -3.40898 -0.442 -0.252 0.351 -0.3955
C 4.18276 -0.08603 -2.90763 0.189 0.094 -0.022 -0.1399
C 5.09124 0.75228 -2.02617 0.033 0.144 0.046 -1.1023
H 3.59978 0.70207 -6.07785 0.040 0.152 0.065 0.2953
H 4.28441 2.34521 -6.07262 -0.058 -0.144 0.125 0.3810
H 5.11415 1.02735 -5.23666 0.003 0.121 -0.026 0.2707
H 2.37345 2.19269 -4.51140 0.044 -0.220 0.189 0.3101
H 3.84279 2.54050 -3.62094 0.043 -0.090 -0.037 0.3245
H 4.73982 -0.54038 -3.73275 0.020 0.057 0.026 0.3064
H 3.78520 -0.91688 -2.31229 -0.129 0.095 -0.138 0.1768
H 5.52827 1.59188 -2.57264 0.026 -0.145 0.034 0.2915
H 5.91298 0.14342 -1.63542 -0.141 0.075 -0.055 0.3940
H 4.52963 1.16843 -1.18235 0.086 -0.080 -0.066 0.2848
C -1.76219 0.05907 3.01972 0.183 0.115 0.000 -0.4145
C -2.97262 -0.70825 3.52102 -0.004 -0.046 0.339 -0.4478
O -2.96792 -0.91892 4.93279 0.031 -0.125 -0.283 -0.4344
C -2.96145 0.25087 5.74670 -0.099 0.013 0.110 -0.2902
C -4.16649 1.14845 5.52922 -0.160 0.017 -0.112 -1.0079
H -0.83775 -0.45866 3.29769 -0.115 0.003 -0.015 0.2691
H -1.79663 0.15516 1.92933 -0.026 -0.018 0.187 -0.0668
H -1.71250 1.06468 3.44252 -0.040 -0.013 -0.090 0.2924
H -2.97779 -1.70056 3.05786 -0.029 0.016 0.273 0.2940
H -3.90570 -0.22169 3.21528 0.052 0.098 -0.022 0.3103
H -2.02625 0.80215 5.60868 -0.007 0.074 -0.055 0.2861
H -2.96340 -0.09314 6.78808 0.040 -0.163 -0.309 0.3343
H -4.20944 1.53295 4.50703 0.040 0.075 0.079 0.2557
H -4.13161 2.00659 6.20822 0.004 -0.147 -0.080 0.3838
H -5.09474 0.59482 5.70938 0.158 0.084 0.030 0.2836
```
Positions in Å, forces in eV/Å.

Charge: +1
Frontier orbital gap, eV: 7.51
M, u: 275.44
Energy above the lowest of the compared OMol25 structures with the same formula, charge and spin, kJ/mol: 714.3
HOMO energy, hartree: -0.42868



Entry from the Open Molecules 2025 dataset: a molecular structure, C11H15NO3Pt at a distorted geometry (wB97M-V/def2-TZVPD).

```
31
Properties=species:S:1:pos:R:3:forces:R:3:mulliken_charge:R:1
C 3.03953 0.02093 2.24329 -1.096 0.938 -8.284 -0.2484
C 2.93346 0.00974 0.81949 1.151 1.055 7.230 0.0375
C 3.01534 0.30819 -0.82320 -0.087 -0.062 1.269 -0.4422
C 1.85028 1.42999 -1.23934 0.667 -0.519 -0.713 -0.6150
C 0.37211 0.71805 -1.19631 0.450 -0.174 -0.783 -0.0026
C -0.80295 1.60757 -0.47233 -0.854 0.244 -0.830 -0.1764
C -2.20867 0.75093 -0.38522 -0.854 1.407 0.655 -0.7405
C -2.14296 -0.08472 1.02312 0.806 0.607 -0.440 0.0632
C -1.28752 -1.47821 1.12633 1.067 0.308 0.074 -0.3034
C -1.52051 -2.53622 -0.10287 -6.718 -5.189 2.329 0.2094
O -2.51080 -3.45524 0.06528 7.349 6.225 -1.692 -0.4194
O -0.72529 -2.61823 -1.34855 -1.020 0.694 1.070 -0.5500
C -1.13471 0.96768 1.84434 2.334 1.418 5.202 0.1270
O -0.72463 0.88701 3.13249 -2.503 0.155 -8.087 -0.4622
N -0.62934 2.08528 0.95267 -0.547 -4.498 0.155 -0.1724
H 3.00686 0.33614 3.39412 0.116 -1.067 -2.965 0.3781
H 4.11255 0.71794 -1.05416 -2.313 -0.783 0.786 0.4016
H 2.89484 -0.70290 -1.41727 0.153 2.048 1.372 0.2888
H 1.95277 2.40190 -0.59533 -0.211 -1.998 -1.090 0.3486
H 2.10248 1.73353 -2.36464 -0.539 -0.612 2.541 0.3399
H 0.48510 -0.37824 -0.77581 -0.319 2.304 -0.539 -0.2070
H 0.03340 0.59095 -2.33394 0.519 0.315 2.502 0.3549
H -0.89785 2.58404 -1.11390 -0.030 -1.916 1.051 0.3656
H -2.55725 0.21159 -1.37016 1.039 0.743 2.005 0.2773
H -3.07321 1.54592 -0.17136 1.899 -1.666 -0.583 0.3320
H -3.21270 -0.26529 1.47756 2.343 0.703 -0.692 0.4880
H -0.13836 -1.16820 1.19771 -2.463 -1.048 -0.218 0.1704
H -1.62688 -2.00954 2.13980 0.872 0.912 -2.544 0.4714
H -1.10493 -1.93417 -1.99365 0.695 -1.322 0.804 0.3652
H 0.31255 2.47178 1.18676 -1.165 -0.396 0.155 0.3457
Pt 0.18730 -4.74818 -1.84496 -0.743 1.170 0.262 0.9748
```
Positions in Å, forces in eV/Å.

Charge: +2
Frontier orbital gap, eV: 2.22
M, u: 404.32
HOMO energy, hartree: -0.57085



Entry from the Open Molecules 2025 dataset: 2 unconnected molecules or ions with the total composition C2H8N at a distorted geometry (wB97M-V/def2-TZVPD).

```
11
Properties=species:S:1:pos:R:3:forces:R:3:mulliken_charge:R:1
N -1.49885 0.60943 -1.34610 0.612 1.979 -1.087 -0.4890
H -1.85793 0.02180 -2.09954 -0.428 -0.967 0.885 0.3863
H -1.98019 0.78329 -0.46886 -0.734 -0.947 0.110 0.3995
H -1.56611 1.51940 -1.82750 0.535 0.159 0.291 0.3972
H -0.51563 0.42463 -1.11538 0.021 -0.219 -0.047 0.2457
C 1.25365 0.08492 1.27543 -0.123 -0.142 -0.200 -0.3826
C 0.77042 -0.96176 0.58791 -0.198 1.303 0.375 -0.7960
H 0.88211 0.42080 2.23549 0.314 -0.717 0.409 0.2802
H 2.08776 0.67319 0.91004 -0.395 0.341 -0.499 0.2693
H 0.16184 -1.72379 1.05871 -0.410 0.198 -0.250 0.2627
H 0.91626 -0.94892 -0.48645 0.805 -0.988 0.012 0.4266
```
Positions in Å, forces in eV/Å.

Charge: +1
Frontier orbital gap, eV: 9.51
M, u: 46.09
Energy above the lowest of the compared OMol25 structures with the same formula, charge and spin, kJ/mol: 158.7
HOMO energy, hartree: -0.51074



Entry from the Open Molecules 2025 dataset: 2 unconnected molecules or ions with the total composition C5H12BrPS at a distorted geometry (wB97M-V/def2-TZVPD).

```
20
Properties=species:S:1:pos:R:3:forces:R:3:mulliken_charge:R:1
C 1.24643 -2.86025 0.81000 1.864 -0.619 -0.984 -1.1048
C -2.12458 0.93659 -0.13434 2.059 -1.697 -0.058 -1.1809
C -0.25711 2.51638 -1.12547 1.035 -1.019 2.758 -1.2281
C 0.61582 -1.50870 0.95270 -3.517 -1.414 -0.336 -0.3679
C -0.70624 1.56131 -0.04531 -0.301 -2.884 -1.086 0.0779
P 0.83154 -0.37763 -0.37913 -1.782 1.120 -3.116 0.3934
S 1.02273 -1.27582 -2.22148 -0.561 1.250 2.200 -0.4060
Br 2.66763 0.59050 0.18063 1.157 0.693 0.303 -0.2078
H 1.05200 -3.44800 -0.12007 -0.555 0.661 0.837 0.2980
H 2.33101 -2.65783 0.69671 -0.260 -0.261 0.260 0.2961
H 1.13897 -3.46710 1.70669 -0.237 -0.041 -0.061 0.3545
H -2.20829 0.19700 0.68586 -0.106 0.134 -0.551 0.2982
H -2.86010 1.64354 0.06380 -1.317 1.667 0.354 0.4678
H -2.39372 0.46268 -1.10869 0.619 0.307 0.690 0.2810
H -0.46583 2.39901 -2.13796 -0.537 -0.998 -1.538 0.3331
H 0.79827 2.57034 -0.92643 0.735 0.499 -0.541 0.2974
H -0.66365 3.42201 -0.80795 -0.665 2.018 0.330 0.4616
H 0.96764 -1.02102 1.79443 0.800 0.962 1.854 0.4350
H -0.52325 -1.56778 1.12124 1.420 -0.067 -0.384 0.1762
H -0.46927 1.88477 0.99476 0.149 -0.310 -0.930 0.3255
```
Positions in Å, forces in eV/Å.

Frontier orbital gap (alpha / beta), eV: 8.15 / 8.15
M, u: 215.10
Energy above the lowest of the compared OMol25 structures with the same formula, charge and spin, kJ/mol: 128.7
HOMO energy (alpha / beta), hartree: -0.30017 / -0.30018



- What is the formula in the fourth record?
  C5H12BrPS



- Among the records above, which one has the lowest M?
  C2H8N



- The highest M belongs to which entry?
  C11H15NO3Pt



- Among the records above, which one has the lowest M?
  C2H8N